Entry 1:
This record from the Open Molecules 2025 dataset describes C44H51N4OSSbTeW as an isolated structure in a non-equilibrium geometry. The level of theory is ωB97M-V/def2-TZVPD.

Each line ends with the Löwdin charge.
Cartesian coordinates (Å):
W (0.889, 0.410, -0.248)  1.2326
C (-1.084, 1.247, -3.903)  -0.0341
C (0.350, 1.374, -3.501)  -0.2971
C (1.284, 1.934, -4.356)  0.0146
C (2.632, 1.974, -4.006)  -0.0027
C (3.029, 1.458, -2.786)  -0.0925
C (2.058, 0.961, -1.937)  -0.4101
N (0.762, 0.927, -2.296)  -0.1456
Sb (3.299, 2.111, 0.530)  1.4106
C (4.432, 0.258, 0.481)  -0.5192
C (5.647, 0.157, 1.138)  -0.1213
C (6.394, -1.001, 0.962)  -0.0410
C (5.936, -1.942, 0.065)  -0.0073
C (4.754, -1.710, -0.641)  -0.3110
C (4.413, -2.588, -1.800)  -0.0103
N (3.976, -0.648, -0.387)  0.0504
C (1.835, 1.738, 2.108)  -0.5324
C (1.796, 2.465, 3.274)  -0.0929
C (0.766, 2.248, 4.179)  0.0049
C (-0.138, 1.232, 3.897)  -0.0044
C (-0.071, 0.519, 2.722)  -0.3211
C (-0.982, -0.648, 2.495)  -0.0503
N (0.862, 0.829, 1.758)  -0.2298
H (-1.154, 1.178, -4.987)  0.0947
H (-1.541, 0.364, -3.462)  0.0488
H (-1.660, 2.117, -3.581)  0.0830
H (0.955, 2.314, -5.312)  0.1306
H (3.358, 2.418, -4.673)  0.1281
H (4.074, 1.430, -2.502)  0.1044
H (5.987, 0.961, 1.778)  0.0992
H (7.338, -1.138, 1.472)  0.1205
H (6.502, -2.840, -0.140)  0.1261
H (5.195, -2.488, -2.556)  0.0967
H (4.369, -3.636, -1.512)  0.0885
H (3.467, -2.291, -2.240)  0.0571
H (2.572, 3.192, 3.471)  0.1106
H (0.688, 2.815, 5.096)  0.1279
H (-0.914, 0.984, 4.608)  0.1368
H (-0.984, -1.270, 3.391)  0.0894
H (-2.013, -0.327, 2.332)  0.0667
H (-0.667, -1.256, 1.650)  0.0538
S (0.699, 3.224, -0.269)  0.4685
C (-0.337, 4.543, -0.694)  -0.6518
N (-1.285, 4.911, 0.199)  0.0755
C (-2.088, 5.980, 0.013)  -0.0252
C (-1.967, 6.740, -1.114)  -0.0185
C (-1.009, 6.389, -2.073)  0.0021
C (-0.206, 5.286, -1.863)  -0.0520
H (-1.364, 4.358, 1.045)  0.1335
H (-2.807, 6.196, 0.790)  0.1442
H (-2.610, 7.595, -1.257)  0.1257
H (-0.896, 6.991, -2.964)  0.1293
H (0.543, 4.985, -2.579)  0.1147
C (-7.999, 0.209, 0.864)  -0.0340
C (-6.516, 0.332, 0.673)  -0.2499
C (-5.715, 1.084, 1.521)  -0.0065
C (-4.347, 1.223, 1.312)  -0.3224
C (-3.589, 2.128, 2.252)  -0.0926
C (-3.755, 0.584, 0.218)  -0.3765
Te (-1.677, 1.232, -0.289)  1.0857
C (-4.532, -0.190, -0.641)  -0.2972
C (-3.999, -0.931, -1.832)  -0.0705
C (-5.896, -0.307, -0.392)  -0.0055
H (-8.361, 0.862, 1.655)  0.0801
H (-8.263, -0.819, 1.115)  0.0914
H (-8.517, 0.459, -0.062)  0.0887
H (-6.164, 1.600, 2.361)  0.1203
H (-4.201, 2.374, 3.117)  0.0849
H (-3.336, 3.056, 1.732)  0.0538
H (-2.661, 1.673, 2.598)  0.0273
H (-3.068, -0.487, -2.179)  0.0055
H (-4.720, -0.912, -2.648)  0.0942
H (-3.830, -1.972, -1.561)  0.0769
H (-6.492, -0.906, -1.071)  0.1299
C (2.665, -1.334, 2.867)  -0.0453
C (2.235, -2.784, 2.724)  -0.3298
C (0.949, -3.095, 3.517)  -0.0385
C (2.001, -3.342, 1.322)  -0.1077
C (2.341, -4.694, 1.261)  -0.0343
C (2.012, -5.513, 0.207)  -0.0383
C (1.246, -4.984, -0.808)  -0.0216
C (0.885, -3.645, -0.826)  -0.1253
C (-0.053, -3.277, -1.962)  -0.3517
C (0.643, -2.463, -3.053)  -0.0417
C (-1.316, -2.593, -1.447)  -0.0705
C (1.327, -2.772, 0.207)  -0.1388
O (1.080, -1.386, 0.075)  -0.2853
H (2.335, -0.926, 3.824)  0.0911
H (2.260, -0.736, 2.072)  0.0132
H (3.747, -1.259, 2.833)  0.0811
H (3.035, -3.380, 3.167)  0.1299
H (0.059, -2.839, 2.943)  0.0550
H (0.935, -2.545, 4.459)  0.0864
H (0.897, -4.158, 3.747)  0.0922
H (2.874, -5.116, 2.103)  0.1246
H (2.298, -6.556, 0.200)  0.1205
H (0.912, -5.625, -1.613)  0.1246
H (-0.374, -4.214, -2.420)  0.1338
H (1.156, -1.610, -2.621)  0.0369
H (-0.079, -2.117, -3.794)  0.0874
H (1.384, -3.075, -3.569)  0.0904
H (-1.108, -1.579, -1.112)  0.0048
H (-1.744, -3.154, -0.615)  0.1050
H (-2.048, -2.553, -2.248)  0.0692

The value obtained for the calculated total energy is -2974.498089 a.u. As for the total charge: +2. Its spin multiplicity is 1.

***

Entry 2:
This record from the Open Molecules 2025 dataset describes C44H52BrInN7O5S as an isolated structure. The level of theory is ωB97M-V/def2-TZVPD.

Each line ends with the Löwdin charge.
Cartesian coordinates (Å):
In (0.429, -0.498, 0.835)  0.8787
C (1.604, 3.117, -1.064)  -0.0608
C (2.886, 2.303, -0.916)  -0.3581
C (4.124, 3.171, -1.141)  -0.0597
C (2.901, 1.086, -1.823)  -0.1298
C (3.039, 1.250, -3.197)  -0.0441
C (3.144, 0.155, -4.037)  -0.0820
C (3.162, -1.122, -3.499)  -0.0391
C (3.024, -1.328, -2.130)  -0.1290
C (3.175, -2.709, -1.525)  -0.3680
C (4.583, -2.888, -0.944)  -0.0503
C (2.903, -3.845, -2.508)  -0.0852
C (2.828, -0.210, -1.304)  -0.1711
N (2.510, -0.368, 0.075)  0.0428
C (3.505, -0.117, 0.941)  -0.5046
O (4.687, 0.106, 0.685)  0.0472
C (3.045, -0.001, 2.377)  -0.2004
C (3.888, 0.093, 3.470)  0.0089
C (3.306, 0.233, 4.722)  -0.0301
C (1.924, 0.317, 4.857)  0.0233
C (1.159, 0.244, 3.707)  -0.1577
N (1.740, 0.080, 2.533)  0.0914
C (-0.341, 0.441, 3.655)  -0.4795
O (-0.935, 0.672, 4.709)  0.0485
N (-0.854, 0.427, 2.413)  0.0380
C (-2.226, 0.813, 2.335)  -0.1882
C (-3.233, -0.151, 2.355)  -0.1399
C (-4.555, 0.261, 2.228)  -0.0342
C (-4.882, 1.597, 2.106)  -0.0726
C (-3.875, 2.551, 2.139)  -0.0466
C (-2.543, 2.177, 2.255)  -0.1219
C (-1.436, 3.211, 2.323)  -0.3247
C (-1.827, 4.494, 3.045)  -0.0379
C (-1.711, 4.130, 0.127)  -0.1163
C (-2.913, -1.614, 2.566)  -0.3650
C (-3.517, -2.509, 1.486)  -0.0522
C (-3.357, -2.046, 3.967)  -0.0504
H (1.610, 3.978, -0.392)  0.0852
H (0.733, 2.511, -0.814)  0.0475
H (1.495, 3.484, -2.090)  0.0776
H (2.927, 1.953, 0.115)  0.1164
H (4.119, 3.629, -2.132)  0.0688
H (5.032, 2.575, -1.040)  0.0829
H (4.156, 3.977, -0.405)  0.0769
H (3.075, 2.250, -3.613)  0.1060
H (3.241, 0.295, -5.106)  0.0937
H (3.292, -1.972, -4.157)  0.0993
H (2.467, -2.778, -0.695)  0.0950
H (5.319, -2.862, -1.753)  0.0841
H (4.658, -3.848, -0.430)  0.0730
H (4.835, -2.103, -0.238)  0.0597
H (3.725, -3.951, -3.220)  0.0757
H (1.987, -3.696, -3.078)  0.0518
H (2.827, -4.791, -1.966)  0.0813
H (4.956, 0.038, 3.321)  0.1213
H (3.934, 0.286, 5.602)  0.1073
H (1.433, 0.452, 5.810)  0.1178
H (-5.342, -0.485, 2.221)  0.1095
H (-5.916, 1.900, 1.998)  0.0955
H (-4.137, 3.599, 2.078)  0.1021
H (-0.607, 2.774, 2.878)  0.1352
H (-2.649, 5.026, 2.567)  0.0611
H (-0.965, 5.162, 3.080)  0.0850
H (-2.129, 4.257, 4.066)  0.0920
H (-2.674, 3.619, 0.026)  0.0775
H (-1.215, 4.116, -0.843)  0.0784
H (-1.888, 5.174, 0.411)  0.0861
H (-1.830, -1.726, 2.516)  0.0910
H (-4.609, -2.516, 1.535)  0.0722
H (-3.178, -3.539, 1.626)  0.0707
H (-3.225, -2.171, 0.491)  0.0614
H (-4.443, -1.964, 4.071)  0.0747
H (-2.891, -1.419, 4.728)  0.0790
H (-3.081, -3.087, 4.154)  0.0633
N (-2.943, 3.426, -6.198)  0.0768
C (-2.690, 2.776, -4.981)  -0.3328
C (-3.724, 2.179, -4.267)  -0.0397
C (-3.476, 1.573, -3.044)  -0.0743
C (-2.194, 1.560, -2.526)  -0.3733
C (-1.156, 2.156, -3.228)  -0.0863
C (-1.401, 2.760, -4.446)  -0.0296
S (-1.948, 0.855, -0.892)  0.9154
O (-3.054, -0.127, -0.769)  -0.4538
O (-0.859, 3.475, 1.037)  -0.1680
N (-0.491, 0.055, -1.056)  -0.2490
C (-0.518, -1.065, -1.881)  -0.4828
N (-0.886, -0.935, -3.155)  0.1686
C (-0.986, -2.056, -3.852)  -0.1089
C (-0.704, -3.302, -3.318)  -0.0529
C (-0.252, -3.311, -2.010)  -0.1345
N (-0.152, -2.205, -1.289)  0.1446
H (-3.748, 3.071, -6.690)  0.0781
H (-2.140, 3.475, -6.806)  0.0784
H (-4.729, 2.187, -4.674)  0.1042
H (-4.268, 1.087, -2.489)  0.1044
H (-0.147, 2.098, -2.846)  0.0827
H (-0.585, 3.208, -5.001)  0.1077
H (-1.297, -1.948, -4.886)  0.1096
H (-0.800, -4.211, -3.894)  0.0992
H (0.042, -4.234, -1.524)  0.0987
Br (2.763, -3.494, 2.630)  0.3853
C (0.470, -4.546, 1.120)  -0.1078
C (0.509, -3.487, 2.200)  -0.8178
C (-0.014, -3.930, 3.548)  -0.0933
O (0.147, -2.301, 1.874)  -0.2121
H (-0.581, -4.670, 0.838)  0.0902
H (0.869, -5.493, 1.477)  0.0742
H (1.035, -4.218, 0.252)  0.0378
H (0.440, -4.863, 3.875)  0.0680
H (-1.096, -4.067, 3.443)  0.0746
H (0.165, -3.151, 4.286)  0.0835

The value obtained for the calculated total energy is -5629.928728 a.u. As for the total charge: -1. Its spin multiplicity is 1.

***

ΔE to the lowest compared entry with this formula, charge and spin per entry: 335.58 185.54 kJ/mol
HOMO energy per entry: -0.4422 -0.2140 Ha